No. 1
Computed, not measured: CrN5O15 as an isolated structure in a non-equilibrium geometry, with the ωB97M-V functional and the def2-TZVPD basis.

Values from the calculation:
**Energy relative to the best compared isomer or geometry (same formula, charge and spin)**: 63.0 kJ/mol
**Spin multiplicity**: 5
**Lowest unoccupied orbital energy (spin up / spin down)**: 0.2825 / 0.2824 Eh
**Orbital gap (spin up / spin down)**: 0.212 / 0.257 Eh
**F_max**: 9.95 eV/Å
**Total charge**: -3
**Energy**: -66565.1598 eV

Element x y z (Å)
Cr -0.287 -0.411 0.417
N -2.292 -2.188 0.508
O -1.293 -2.310 -0.104
O -3.323 -2.766 0.312
O -2.174 -1.114 1.034
N -1.661 2.462 -0.489
O -2.614 3.000 -0.046
O -1.277 1.359 -0.128
O -0.968 2.940 -1.369
N 1.409 -2.105 1.844
O 1.471 -1.997 0.654
O 0.440 -1.440 2.245
O 2.273 -2.628 2.540
N 1.880 1.955 0.839
O 2.009 2.357 -0.282
O 2.253 2.595 1.757
O 1.212 0.897 0.960
N 0.762 -0.134 -2.678
O 0.959 1.046 -2.980
O 0.400 -0.462 -1.552
O 0.820 -1.059 -3.484

Mulliken population analysis, charges in e, atoms 1 to 6:
1. Cr 0.852
2. N 1.456
3. O -0.622
4. O -0.781
5. O -0.537
6. N 0.768


No. 2
Computed, not measured: CsH5NNbO2 as an isolated structure in a non-equilibrium geometry, with the ωB97M-V functional and the def2-TZVPD basis.

Values from the calculation:
**Energy relative to the best compared isomer or geometry (same formula, charge and spin)**: 171.3 kJ/mol
**Lowest unoccupied orbital energy**: -0.0503 Eh
**Orbital gap**: 0.284 Eh
**F_max**: 6.77 eV/Å
**Energy**: -7753.8772 eV

Element x y z (Å)
O 2.710 0.949 -0.129
N 2.634 -0.126 0.347
O 1.631 -0.859 -0.183
Nb -0.263 0.006 -0.010
H -0.662 -0.996 1.488
H 0.285 1.390 1.025
H -0.041 0.989 -1.534
H -1.003 -1.360 -1.017
H -1.942 0.670 0.125
Cs -3.350 -0.664 -0.112

Mulliken population analysis, charges in e, atoms 1 to 6:
1. O -0.280
2. N 0.297
3. O -0.560
4. Nb -0.473
5. H 0.064
6. H 0.038


No. 3
Computed, not measured: CuH14O7 as an isolated structure in a non-equilibrium geometry, with the ωB97M-V functional and the def2-TZVPD basis.

Values from the calculation:
**Energy relative to the best compared isomer or geometry (same formula, charge and spin)**: 1784.4 kJ/mol
**Lowest unoccupied orbital energy**: -0.1489 Eh
**Orbital gap**: 0.202 Eh
**F_max**: 14.18 eV/Å
**Total charge**: +1
**Energy**: -59175.7155 eV

Element x y z (Å)
Cu 0.186 0.067 -0.024
O -0.836 -0.966 0.694
H -0.756 -1.394 1.546
H -1.777 -0.957 0.517
O -1.177 0.537 -0.931
H -2.111 0.332 -0.923
H -1.141 1.494 -0.922
O -0.463 1.363 1.262
H -0.027 1.290 2.111
H -0.553 2.306 1.120
O 0.773 -1.420 -0.492
H 0.872 -2.213 0.034
H 0.902 -1.714 -1.394
O 1.402 0.192 1.007
H 2.260 0.600 0.887
H 1.258 0.211 1.954
O -0.944 -1.548 -1.572
H -1.136 -0.617 -1.460
H -0.329 -1.753 -0.868
O 0.975 1.168 -1.073
H 1.736 0.915 -0.549
H 0.885 2.110 -0.924

Mulliken population analysis, charges in e, atoms 1 to 6:
1. Cu -0.520
2. O -0.405
3. H 0.314
4. H 0.288
5. O -0.526
6. H 0.330


No. 4
Computed, not measured: CuH14O7 as an isolated structure in a non-equilibrium geometry, with the ωB97M-V functional and the def2-TZVPD basis.

Values from the calculation:
**Energy relative to the best compared isomer or geometry (same formula, charge and spin)**: 0.0 kJ/mol
**Spin multiplicity**: 2
**Lowest unoccupied orbital energy (spin up / spin down)**: -0.2531 / -0.3722 Eh
**Orbital gap (spin up / spin down)**: 0.468 / 0.349 Eh
**F_max**: 1.03 eV/Å
**Total charge**: +2
**Energy**: -59183.7784 eV

Element x y z (Å)
Cu 0.080 -0.019 0.097
O -1.113 -1.491 1.368
H -1.368 -1.218 2.258
H -1.466 -2.386 1.263
O 0.133 1.857 -1.417
H 0.444 2.730 -1.136
H 0.132 1.891 -2.384
O 0.258 -1.729 -1.305
H 1.155 -2.091 -1.340
H -0.188 -2.047 -2.102
O -1.902 -0.095 -0.901
H -1.981 0.291 -1.784
H -2.799 -0.112 -0.539
O 2.157 0.154 -0.691
H 3.011 -0.246 -0.471
H 2.215 0.399 -1.624
O -0.869 1.463 1.178
H -0.878 1.640 2.129
H -1.623 1.930 0.791
O 1.313 -0.268 1.885
H 1.025 -0.547 2.764
H 2.263 -0.106 1.962

Mulliken population analysis, charges in e, atoms 1 to 6:
1. Cu 0.765
2. O -0.409
3. H 0.304
4. H 0.276
5. O -0.470
6. H 0.282


Q: Which of these has the lowest energy relative to the best compared isomer or geometry (same formula, charge and spin)?
A: number 4


Q: The highest F_max belongs to which entry?
A: number 3


Q: Among the records above, which one has the lowest energy relative to the best compared isomer or geometry (same formula, charge and spin)?
A: number 4